1.
Here is a cluster of 3 separate species, C2H10N3 in total at a distorted geometry from OMol25. Energies are from ωB97M-V with the def2-TZVPD basis set.

```
! wB97M-V def2-TZVPD RIJCOSX def2/J DEFGRID3
* xyz 1 1
C -1.99289 -1.66109 -0.92100
C -0.13827 1.56311 1.05461
N -0.79419 2.51330 1.58112
N 0.48654 0.73172 0.54495
N 2.57763 -0.43698 -0.38487
H -2.59612 -0.74668 -1.10457
H -1.86885 -1.82456 0.11878
H -2.50096 -2.47428 -1.37256
H -1.72522 2.37191 1.90513
H -0.53775 3.36011 1.23649
H -0.97865 -1.52383 -1.25618
H 1.57008 -0.08597 -0.07561
H 3.03820 -0.15490 0.45981
H 2.51908 -1.51601 -0.53281
H 2.94137 -0.11587 -1.25329
*
```

The energy above the lowest of the compared OMol25 structures with the same formula, charge and spin comes out at 160.3 kJ/mol. Its HOMO-LUMO gap is 11.5219 eV.



2.
Here is the ion C2H10N3 with charge +2 at a distorted geometry from OMol25. Energies are from ωB97M-V with the def2-TZVPD basis set.

```
! wB97M-V def2-TZVPD RIJCOSX def2/J DEFGRID3
* xyz 2 2
C 0.33532 0.17247 1.27162
N -0.02968 -0.63219 2.36708
H -0.18939 1.13591 1.26345
H 1.40276 0.44214 1.21468
H -0.09025 -1.63124 2.21442
H 0.41357 -0.38537 3.22937
N -0.08015 -0.43128 -0.03072
C -0.05251 0.61303 -1.13850
N -0.46938 0.16047 -2.39973
H -1.06525 -0.69060 0.09122
H 0.49156 -1.21619 -0.35054
H -0.70111 1.43228 -0.79729
H 0.98849 0.98574 -1.10294
H -0.42098 -0.81445 -2.67570
H -0.53299 0.85927 -3.15641
*
```

The energy above the lowest of the compared OMol25 structures with the same formula, charge and spin comes out at 175.3 kJ/mol. Its HOMO-LUMO gap (alpha / beta) is 10.9435 / 3.7969 eV.



3.
Here is a cluster of 2 separate species, C2H10N3O in total at a distorted geometry from OMol25. Energies are from ωB97M-V with the def2-TZVPD basis set.

```
! wB97M-V def2-TZVPD RIJCOSX def2/J DEFGRID3
* xyz 1 1
C -1.79435 -1.50054 -1.40037
N -1.53837 -0.24927 -0.58414
C -0.33097 -0.00432 -0.06513
N -0.25185 0.97454 0.89192
N 0.76641 -0.84823 -0.40468
H -0.93695 -1.88959 -1.77141
H -2.09905 -1.03635 -2.30380
H -2.54375 -2.28543 -1.03264
H -2.21022 0.23688 -0.06201
H 0.52820 1.14901 1.48213
H -1.07213 1.53908 1.15883
H 1.66625 -0.74880 -0.00686
H 0.76175 -1.59048 -1.03645
H 3.43691 1.11573 1.46137
H 2.75794 2.33506 1.34755
O 2.45371 1.38309 1.27933
*
```

The energy above the lowest of the compared OMol25 structures with the same formula, charge and spin comes out at 161.0 kJ/mol. Its HOMO-LUMO gap is 11.7575 eV.



4.
Here is a cluster of 2 separate species, C2H10N4 in total at a distorted geometry from OMol25. Energies are from ωB97M-V with the def2-TZVPD basis set.

```
! wB97M-V def2-TZVPD RIJCOSX def2/J DEFGRID3
* xyz 0 1
C 1.93487 0.72894 1.19220
N 1.16938 1.60776 0.31541
N 0.93379 0.94926 -0.95207
H 0.23759 1.72149 0.70882
H 1.84148 0.75759 -1.37346
H 0.45223 1.60998 -1.55456
H 1.48634 -0.26473 1.31393
H 2.00777 1.20791 2.16743
H 2.94092 0.61038 0.78466
N -0.67654 -0.55822 -0.67634
C -2.89812 -1.56249 -0.01371
N -2.01179 -1.65675 -0.89936
H -0.85391 -0.84683 -1.68533
H 0.00743 -1.11779 -0.16582
H -3.80478 -2.15733 -0.10132
H -2.76665 -1.02917 0.93951
*
```

The energy above the lowest of the compared OMol25 structures with the same formula, charge and spin comes out at 515.7 kJ/mol. Its HOMO-LUMO gap is 8.6627 eV.



5.
Here is a structure of composition C2H10N4 at a distorted geometry from OMol25. Energies are from ωB97M-V with the def2-TZVPD basis set.

```
! wB97M-V def2-TZVPD RIJCOSX def2/J DEFGRID3
* xyz 0 1
C 1.56902 0.51017 -0.50681
C -0.89519 -0.93569 1.92895
N 0.18845 0.48778 0.01819
N -0.73895 -0.19197 -0.77246
N 0.01867 -0.96296 0.80857
N -0.78576 1.30436 -1.71145
H -0.28994 -0.80712 -1.46137
H 0.88495 -1.46938 0.96818
H -1.47282 1.93952 -1.31723
H -0.79803 1.32887 -2.72926
H 2.25928 0.38062 0.33027
H 1.74365 1.47564 -0.97854
H 1.76772 -0.27747 -1.24459
H -0.46258 -0.42080 2.79385
H -1.17903 -1.95072 2.22784
H -1.80944 -0.41085 1.64586
*
```

The energy above the lowest of the compared OMol25 structures with the same formula, charge and spin comes out at 619.2 kJ/mol. Its HOMO-LUMO gap is 9.0457 eV.



6.
Here is a cluster of 2 separate species, C2H10N4 in total at a distorted geometry from OMol25. Energies are from ωB97M-V with the def2-TZVPD basis set.

```
! wB97M-V def2-TZVPD RIJCOSX def2/J DEFGRID3
* xyz 0 1
N 1.17614 1.15315 -0.80968
C 1.13414 0.22041 -1.91138
N 1.53406 -1.18981 -1.65272
H 2.12595 1.49028 -0.71534
H 0.77174 1.04877 0.10708
H 1.73266 0.62765 -2.72106
H 0.12623 0.26281 -2.32569
H 0.92132 -1.46378 -0.89105
H 2.47200 -0.99319 -1.30896
N -2.40303 0.50754 1.26374
C -1.49981 -0.45560 1.65328
N -0.72869 -0.21367 2.62491
H -2.67631 1.09600 2.03285
H -3.05501 0.18854 0.56929
H -1.41043 -1.33223 0.99043
H -0.22095 -0.94687 3.09429
*
```

The energy above the lowest of the compared OMol25 structures with the same formula, charge and spin comes out at 103.4 kJ/mol. Its HOMO-LUMO gap is 9.7728 eV.



7.
Here is a cluster of 2 separate species, C2H10N4 in total at a distorted geometry from OMol25. Energies are from ωB97M-V with the def2-TZVPD basis set.

```
! wB97M-V def2-TZVPD RIJCOSX def2/J DEFGRID3
* xyz 1 2
N -1.74087 -1.20173 0.47758
C -0.83561 -0.49221 1.42426
N -1.18718 1.04472 1.44021
H -2.04573 -2.01765 0.98852
H -1.15535 -1.51799 -0.25557
H -0.82977 -0.73180 2.53670
H 0.21813 -0.61693 0.79883
H -1.03851 1.51136 0.52623
H -0.32777 1.45243 1.90331
N 1.50357 -0.71713 -1.35362
C 1.03566 0.60837 -1.38266
N 1.63639 1.61107 -0.79787
H 1.07387 -1.19089 -2.14162
H 2.49031 -0.94362 -1.44723
H 0.14708 0.77421 -2.07786
H 1.05578 2.42780 -0.63919
*
```

The energy above the lowest of the compared OMol25 structures with the same formula, charge and spin comes out at 99.1 kJ/mol. Its HOMO-LUMO gap (alpha / beta) is 10.7145 / 4.8126 eV.



8.
Here is an isolated molecule of C2H10N4O at a distorted geometry from OMol25. Energies are from ωB97M-V with the def2-TZVPD basis set.

```
! wB97M-V def2-TZVPD RIJCOSX def2/J DEFGRID3
* xyz 0 1
C 1.85997 0.83276 0.72315
N 0.44431 0.56828 0.90175
H 0.31298 0.16815 1.82810
H 0.51135 0.94617 -1.23825
H 2.48237 -0.06791 0.63101
H 2.22022 1.41995 1.56694
H 1.99292 1.45473 -0.16083
C -0.42954 -0.23777 -0.01138
N 0.15746 -1.52760 -0.29542
N -1.74771 -0.46299 0.51545
O -1.57578 0.37166 -2.05524
N -0.53185 0.66594 -1.13851
H -2.39124 0.02487 -1.67348
H -0.47868 -2.05620 -0.88273
H 1.01835 -1.42980 -0.82356
H -1.70128 -1.09304 1.30622
H -2.14385 0.42278 0.80676
*
```

The energy above the lowest of the compared OMol25 structures with the same formula, charge and spin comes out at 388.2 kJ/mol. Its HOMO-LUMO gap is 8.8070 eV.



9.
Here is a cluster of 2 separate species, C2H10NO in total at a distorted geometry from OMol25. Energies are from ωB97M-V with the def2-TZVPD basis set.

```
! wB97M-V def2-TZVPD RIJCOSX def2/J DEFGRID3
* xyz 0 2
O -0.48511 -2.25266 1.59753
H -0.29239 -2.72613 2.41579
H -0.02430 1.14675 1.19913
H -1.03678 -2.86075 1.08169
C -0.41663 1.26582 -1.70787
C 0.74903 0.94308 -0.80135
N 0.29119 0.40338 0.53042
H -0.14998 2.05993 -2.41859
H -0.80055 0.43869 -2.29848
H -1.27493 1.65986 -1.15130
H 1.28850 0.11368 -1.20848
H 1.41647 1.75396 -0.55893
H -0.45843 -0.29474 0.43061
H 1.07502 -0.13161 0.97640
*
```

The energy above the lowest of the compared OMol25 structures with the same formula, charge and spin comes out at 12.9 kJ/mol. Its HOMO-LUMO gap (alpha / beta) is 4.2018 / 12.4724 eV.



10.
Here is a cluster of 2 separate species, C2H10NO in total at a distorted geometry from OMol25. Energies are from ωB97M-V with the def2-TZVPD basis set.

```
! wB97M-V def2-TZVPD RIJCOSX def2/J DEFGRID3
* xyz 0 2
C 0.18572 2.04590 0.09876
C 1.05985 0.77989 -0.00507
N 0.25467 -0.30650 -0.65084
H -0.57704 1.97516 0.86351
H -0.14455 2.33648 -0.89581
H 0.90364 2.83398 0.36384
H 1.38252 0.44803 0.97446
H 1.86551 1.03367 -0.69002
H 0.75374 -1.16795 -0.95858
H -0.56924 -0.66747 -0.07397
H -0.08396 0.09080 -1.54047
H -1.23075 -3.01703 0.27022
H -2.00333 -1.94263 1.08512
O -1.21270 -2.09170 0.56493
*
```

The energy above the lowest of the compared OMol25 structures with the same formula, charge and spin comes out at 20.2 kJ/mol. Its HOMO-LUMO gap (alpha / beta) is 4.0615 / 12.8907 eV.